This record from the OMol25 dataset describes a structure of composition C23H51NO3P2Tc. The level of theory is ωB97M-V/def2-TZVPD.

Structure (ORCA input):
```
! RIJCOSX wB97M-V def2-TZVPD def2/J DEFGRID3
* xyz 4 4
Tc -0.025 0.204 -0.221
C -0.158 1.028 -1.945
O -0.237 1.516 -3.014
C 1.249 -0.306 1.151
O 1.908 -0.679 2.053
P 0.884 -1.757 -1.342
C 2.585 -1.660 -2.147
H 2.816 -2.671 -2.535
C 1.096 -3.288 -0.258
H 1.590 -2.823 0.617
C -0.153 -2.256 -2.810
H -0.084 -1.335 -3.418
C -1.645 3.364 0.158
P -0.139 2.440 0.751
H 1.282 4.455 1.034
H -1.452 3.423 -0.929
C -0.091 2.793 2.601
H -0.308 3.875 2.660
C -0.232 -3.893 0.205
H -0.044 -4.525 1.087
H -0.669 -4.545 -0.566
H -0.967 -3.134 0.504
C 2.021 -4.389 -0.796
H 1.584 -4.911 -1.656
H 2.168 -5.143 -0.008
H 3.016 -4.023 -1.069
C 0.404 -3.430 -3.627
H 1.470 -3.339 -3.868
H -0.121 -3.483 -4.593
H 0.229 -4.391 -3.125
C -1.623 -2.473 -2.456
H -2.204 -2.600 -3.381
H -2.047 -1.610 -1.932
H -1.767 -3.366 -1.836
C 2.518 -0.705 -3.342
H 1.962 -1.141 -4.186
H 3.533 -0.439 -3.670
H 1.983 0.222 -3.092
C 3.644 -1.313 -1.096
H 3.509 -0.292 -0.706
H 4.641 -1.368 -1.562
H 3.629 -2.017 -0.249
C -1.755 4.781 0.736
H -0.823 5.354 0.673
H -2.091 4.764 1.781
H -2.508 5.352 0.175
C -2.926 2.558 0.371
H -3.137 2.404 1.436
C 2.538 2.840 0.368
H -2.875 1.582 -0.127
H -3.778 3.102 -0.061
C 1.018 4.248 -1.113
H 2.376 2.011 -0.331
H 3.426 3.428 0.064
H 2.703 2.337 1.337
C 1.255 3.644 0.282
H 1.975 4.650 -1.478
H 0.281 5.066 -1.090
H 0.674 3.492 -1.841
C 1.269 2.543 3.260
H 1.561 1.486 3.165
H 1.178 2.778 4.328
H 2.056 3.189 2.857
C -1.179 2.020 3.355
H -1.124 0.942 3.123
H -2.190 2.391 3.140
H -1.008 2.145 4.436
H 2.472 1.513 -2.149
H 2.836 1.179 -1.514
C -2.217 -2.041 3.266
N -3.130 -1.717 2.163
C -4.530 -2.131 2.210
C -2.644 -1.102 1.096
O -1.391 -0.816 1.085
H -2.801 -2.548 4.039
H -1.774 -1.120 3.689
H -1.420 -2.723 2.921
H -5.206 -1.284 2.043
H -4.762 -2.890 1.453
H -4.751 -2.564 3.185
H -3.353 -0.879 0.280
*
```

The value obtained for the HOMO energy (alpha / beta) is -22.0 / -21.8 eV. The orbital gap (alpha / beta) comes out at 4.699 / 3.898 eV.